1.
DFT (ωB97M-V/def2-TZVPD) results for C44H43AsN11ORuSi3 as an isolated structure.

The value obtained for the HOMO-LUMO gap (spin up / spin down) is 4.9 / 5.6 eV. As for the HOMO energy (spin up / spin down): -6.23 / -8.29 eV. The energy above the lowest of the compared OMol25 structures with the same formula, charge and spin is 0.000 eV. For the molecular weight, the calculation gives 1002.2 g mol⁻¹.

The geometry in ORCA input format:
```
! RIJCOSX wB97M-V def2-TZVPD def2/J DEFGRID3
* xyz 0 6
Ru -0.13298 -1.05460 -0.18244
C -6.61799 -1.31949 0.84288
C -6.69334 -1.18610 -0.55325
C -5.55322 -1.10969 -1.33078
C -4.32440 -1.16032 -0.67914
C -2.97035 -1.11374 -1.16424
N -2.12922 -1.17807 -0.09222
C -2.84959 -1.31965 1.05797
N -2.37817 -1.50573 2.31244
C -1.11390 -1.54658 2.61196
C -0.61211 -1.87923 3.95764
C -1.27347 -2.18305 5.12941
C -0.49248 -2.46869 6.24531
C 0.89917 -2.45582 6.17517
C 1.55856 -2.15420 4.98751
C 0.77705 -1.86165 3.88902
C 1.13659 -1.53051 2.49911
N 2.36170 -1.47887 2.07455
C 2.69849 -1.36076 0.77032
N 1.86184 -1.23002 -0.29854
C 2.57986 -1.25003 -1.45724
N 2.10449 -1.19626 -2.72706
C 0.84448 -1.13117 -3.02567
N -0.24142 -1.06369 -2.18201
C -1.40922 -1.06013 -2.90720
N -2.63344 -1.05232 -2.47680
C -1.04985 -1.05923 -4.33732
C -1.83115 -1.02582 -5.47447
C -1.17369 -1.03926 -6.70037
C 0.21718 -1.08908 -6.77291
C 0.99759 -1.12698 -5.62198
C 0.33829 -1.10852 -4.40977
C 3.97594 -1.36056 -1.12312
C 5.12447 -1.40962 -1.90712
C 6.33899 -1.51844 -1.25569
C 6.41347 -1.58743 0.14473
C 5.27500 -1.54757 0.92819
C 4.05120 -1.42659 0.27818
N -0.03043 -1.31249 1.80485
C -4.24942 -1.29372 0.71748
C -5.40038 -1.37902 1.49446
H -7.53420 -1.38165 1.41520
H -7.66607 -1.14905 -1.02585
H -5.60346 -1.01684 -2.40723
H -2.35410 -2.20130 5.16817
H -0.97160 -2.71486 7.18367
H 1.47485 -2.69538 7.05932
H 2.63746 -2.15883 4.91487
H -2.90999 -0.99416 -5.40509
H -1.74980 -1.01468 -7.61590
H 0.69548 -1.10160 -7.74337
H 2.07740 -1.17117 -5.66511
H 5.05932 -1.36668 -2.98592
H 7.25332 -1.55869 -1.83304
H 7.38321 -1.68018 0.61568
H 5.32267 -1.61187 2.00677
H -5.33383 -1.48990 2.56827
C -3.28754 2.38371 0.67929
Si -1.96702 2.96225 -0.51198
C -1.89239 4.83281 -0.45172
C -2.39340 2.47172 -2.26465
As 0.03816 1.84776 0.09506
Si 1.73354 2.81081 -1.25048
C 1.43810 2.25660 -3.01621
C 3.38718 2.16515 -0.65841
C 1.76973 4.68402 -1.20677
Si 0.45988 2.58158 2.30932
C 2.22974 2.17650 2.75473
C -0.69712 1.65516 3.45539
C 0.17255 4.41741 2.55917
H -4.26684 2.72612 0.33380
H -3.12729 2.79144 1.67950
H -3.32561 1.29623 0.75990
H -2.88513 5.21597 -0.70669
H -1.18696 5.24186 -1.17225
H -1.63087 5.21530 0.53260
H -3.37774 2.87553 -2.51823
H -2.43367 1.39170 -2.40387
H -1.67603 2.88413 -2.97695
H 1.87953 1.27377 -3.18794
H 1.91360 2.96001 -3.70487
H 0.37934 2.19989 -3.27420
H 3.35234 1.10967 -0.38530
H 3.75422 2.72390 0.20302
H 4.12052 2.27410 -1.46254
H 0.94034 5.11539 -1.76629
H 2.69623 5.01812 -1.68322
H 1.74955 5.08907 -0.19503
H 2.49879 1.14903 2.50166
H 2.35012 2.29418 3.83579
H 2.93763 2.84793 2.26806
H -0.24702 0.71907 3.78736
H -1.66022 1.42164 2.99980
H -0.88457 2.26032 4.34657
H 0.65512 5.04092 1.80687
H 0.57875 4.69353 3.53679
H -0.89204 4.65370 2.57042
O -0.15336 -3.43284 -0.26710
N 0.60139 -3.90020 0.65916
C 0.73264 -5.19939 0.71308
C 0.08132 -6.08470 -0.20730
N -0.44006 -6.79668 -0.94403
C 1.56492 -5.72609 1.75063
N 2.23476 -6.14658 2.58583
*
```

***

2.
DFT (ωB97M-V/def2-TZVPD) results for C44H43N10O2ReS2SeTe as an isolated structure.

The value obtained for the HOMO-LUMO gap (spin up / spin down) is 4.5 / 4.5 eV. As for the HOMO energy (spin up / spin down): -13.15 / -13.15 eV. The energy above the lowest of the compared OMol25 structures with the same formula, charge and spin is 1.858 eV. For the molecular weight, the calculation gives 1200.8 g mol⁻¹.

The geometry in ORCA input format:
```
! RIJCOSX wB97M-V def2-TZVPD def2/J DEFGRID3
* xyz 3 2
Re 0.70299 1.28487 -0.16911
C -8.73127 -8.21226 2.89777
O -8.67117 -6.87246 3.38434
C -7.66452 -6.09037 3.00248
C -7.67101 -4.78666 3.52072
C -6.67630 -3.90358 3.18707
C -5.63945 -4.28345 2.32448
C -5.63759 -5.58255 1.81568
C -6.63240 -6.48126 2.14328
C -4.57587 -3.38072 1.94463
N -3.50320 -3.70487 1.23723
C -2.78984 -2.56310 1.10977
C -3.41718 -1.50132 1.74920
N -4.55586 -2.04572 2.27581
C -2.87016 -0.19487 1.78535
C -3.41923 0.92047 2.44390
C -2.75556 2.12196 2.40457
C -1.54266 2.21771 1.72609
N -0.99032 1.18314 1.09628
C -1.64797 -0.01164 1.10254
C -1.00786 -1.08503 0.40791
N 0.14401 -0.78824 -0.26325
C 0.77557 -1.78711 -0.87401
C 0.32145 -3.10376 -0.86556
C -0.85850 -3.40717 -0.22771
C -1.55216 -2.37890 0.42386
H -9.62574 -8.64464 3.33233
H -7.85751 -8.78111 3.21907
H -8.81091 -8.22706 1.80976
H -8.47294 -4.50451 4.18891
H -6.71316 -2.91236 3.62595
H -4.84074 -5.88572 1.15058
H -6.60358 -7.47876 1.73085
H -5.28650 -1.57333 2.78062
H -4.35233 0.83413 2.98521
H -3.15142 2.99480 2.90379
H -0.99365 3.14792 1.71069
H 1.67879 -1.52573 -1.40636
H 0.89560 -3.86131 -1.38002
H -1.26682 -4.40940 -0.21344
C 3.49027 6.58103 -2.79383
O 3.99986 5.60729 -1.85160
C 3.62939 4.35911 -1.84765
S 2.34523 3.97019 -3.03572
S 4.31988 3.28278 -0.82433
H 2.41103 6.68721 -2.67811
H 3.75649 6.29054 -3.80893
H 3.98373 7.51107 -2.53520
C 4.91960 0.00994 3.32205
N 4.22116 0.00536 2.03291
C 5.11921 0.05650 0.88740
C 2.90037 0.25717 1.93125
N 2.45188 0.92935 0.84990
N 2.11469 -0.18665 2.92633
C 2.37478 -1.45266 3.61370
C 0.91027 0.49380 3.36462
H 5.71474 0.75507 3.27996
H 5.36535 -0.96240 3.53140
H 4.24332 0.27585 4.12684
H 5.93925 -0.63835 1.06114
H 5.54840 1.05311 0.74798
H 4.60388 -0.24500 -0.01971
H 3.24641 1.39833 0.42798
H 3.14618 -2.01381 3.09548
H 1.45369 -2.03745 3.60904
H 2.67605 -1.29656 4.64981
H 0.92224 1.53352 3.04565
H 0.88775 0.47103 4.45496
H 0.01181 -0.00023 2.99982
Te 1.95887 1.69814 -2.38361
C 0.56162 1.33052 -3.91156
C 0.04263 0.04163 -3.93349
C -0.85995 -0.30402 -4.92918
C -1.23655 0.63264 -5.88141
C -0.71069 1.91721 -5.84784
C 0.19738 2.27603 -4.86128
C 3.63839 0.76971 -3.23492
C 4.07205 -0.42341 -2.67804
C 5.13821 -1.08937 -3.26778
C 5.75199 -0.55508 -4.39187
C 5.30296 0.64119 -4.93859
C 4.23432 1.31248 -4.36444
H 0.33459 -0.69561 -3.19545
H -1.26449 -1.30670 -4.96295
H -1.93891 0.35925 -6.65708
H -0.99902 2.64118 -6.59807
H 0.60689 3.27770 -4.86206
H 3.60411 -0.82962 -1.78956
H 5.48946 -2.02217 -2.84717
H 6.58456 -1.07368 -4.84748
H 5.78222 1.05071 -5.81732
H 3.88098 2.23877 -4.79982
Se -1.41011 5.04875 -2.34129
N -0.51870 6.28076 -1.45917
C 0.24056 5.65695 -0.57242
C 1.10810 6.27075 0.36961
C 1.82737 5.44770 1.18306
C 1.71738 4.03966 1.06459
N 0.93174 3.43176 0.20154
C 0.16092 4.22441 -0.60107
N -0.67253 3.68619 -1.47040
H 1.17289 7.34987 0.42144
H 2.50759 5.84156 1.92473
H 2.32326 3.40295 1.69596
*
```